Entry 1:
# C22H29IrN4O2P

A molecular structure, C22H29IrN4O2P (wB97M-V/def2-TZVPD, OMol25).

Last column: Mulliken charge in e.
Atoms and positions in Å:
Ir 0.3324 0.2830 1.0120  1.257
C -1.2938 2.1637 5.5908  -0.799
O -0.5008 2.3518 4.3547  -0.315
C -0.3737 1.4335 3.4883  0.831
O 0.3486 1.6654 2.4584  -0.651
N -0.9645 0.2322 3.5802  -0.393
N -0.6712 -0.7019 2.5544  -0.463
H -1.2113 3.1089 6.1127  0.256
H -0.8475 1.3659 6.1814  0.387
H -2.3298 1.9704 5.3193  0.395
H -1.5213 -0.0654 4.3723  0.267
H -1.5548 -1.1008 2.2276  0.492
H -0.0930 -1.4636 2.9174  0.443
C -0.9678 -3.9904 -5.1349  -0.417
C -2.0610 -3.5109 -4.4094  -0.844
C -1.8790 -2.5579 -3.4323  -0.209
C -0.5713 -2.0997 -3.1565  0.768
C 0.5274 -2.5794 -3.9049  -0.320
C 0.3215 -3.5148 -4.8939  -0.796
P -0.2380 -0.8959 -1.9312  0.337
C 0.5188 -1.6062 -0.4242  0.115
C -0.2324 -2.5672 0.3261  -0.025
C 0.3770 -3.3370 1.2898  -1.156
C 1.7508 -3.1868 1.5444  -0.352
C 2.5090 -2.2677 0.8375  -0.959
C 1.9016 -1.4957 -0.1549  -0.190
C -1.5899 -0.0109 -1.2649  0.867
C -2.7626 0.3152 -1.9741  -0.639
C -3.7668 1.0290 -1.3551  -0.880
C -3.5902 1.4788 -0.0516  -0.765
C -2.4078 1.2201 0.6465  -0.304
C -1.3926 0.5028 0.0351  -0.173
H -1.1243 -4.7437 -5.8961  0.442
H -3.0506 -3.9026 -4.6026  0.451
H -2.7243 -2.2175 -2.8503  0.549
H 1.5258 -2.1958 -3.7288  0.352
H 1.1484 -3.8574 -5.5003  0.443
H -1.2804 -2.7210 0.0872  0.567
H -0.1925 -4.0918 1.8201  0.509
H 2.2303 -3.8215 2.2810  0.508
H 3.5762 -2.1990 1.0054  0.551
H 2.5183 -0.8891 -0.8090  0.686
H -2.8721 0.0098 -3.0071  0.772
H -4.6866 1.2413 -1.8830  0.465
H -4.3701 2.0583 0.4267  0.503
H -2.3041 1.6098 1.6512  0.276
N 3.6136 4.4829 -0.8885  -0.288
C 3.1600 3.7484 0.3590  -0.745
C 1.8021 3.0320 0.2445  -0.579
N 1.8585 1.5355 0.0781  -0.697
H 4.5190 4.9388 -0.7196  0.389
H 2.9626 5.2313 -1.1491  0.369
H 3.7383 3.8823 -1.7068  0.336
H 3.0979 4.5120 1.1313  0.409
H 3.9694 3.0721 0.6333  0.419
H 1.2075 3.4275 -0.5800  0.585
H 1.2532 3.2326 1.1572  0.189
H 2.6596 1.1570 0.5868  0.423
H 1.9985 1.2993 -0.9017  0.357

## Properties
spin multiplicity = 2
total charge = +4
ΔE to the lowest compared entry with this formula, charge and spin = 0.3579 eV

Entry 2:
# C22H29N3O2

A single C22H29N3O2 molecule (wB97M-V/def2-TZVPD, OMol25).

Last column: Mulliken charge in e.
Atoms and positions in Å:
C 4.2677 -2.4622 -1.8942  -1.109
C 3.9505 -1.4696 -0.7861  -0.310
O 2.5908 -1.0356 -0.8186  -0.190
C 1.6910 -1.8105 -0.2009  -0.750
O 1.9688 -2.8619 0.3146  -0.590
C 0.2958 -1.1971 -0.2342  2.598
C -0.2953 -1.4313 -1.6428  -1.931
C -0.2430 -2.8681 -2.1065  0.090
C 0.8630 -3.3300 -3.0043  -0.592
C -0.5261 -3.1807 -3.5459  -0.697
C -0.5765 -1.8483 0.8459  -1.000
C -0.1008 -1.4592 2.2532  -1.279
N 0.0213 -0.0390 2.4916  0.257
C -1.1514 0.6668 2.9718  -1.511
C -2.2767 0.8776 2.0019  1.901
C -3.3304 -0.0149 1.7322  -0.871
N -4.1142 0.4336 0.7720  -1.113
N -3.5875 1.5942 0.3960  0.515
C -2.4840 1.9276 1.1148  -0.576
C -1.7514 3.1622 0.8618  0.471
C -1.4848 3.5581 -0.4483  -0.437
C -0.7839 4.7226 -0.6992  -0.795
C -0.3437 5.5102 0.3513  -0.431
C -0.6152 5.1311 1.6555  -0.840
C -1.3156 3.9675 1.9116  -0.153
C 0.8064 0.6100 1.4680  -1.134
C 0.3557 0.3137 0.0312  -0.718
H 5.3191 -2.7320 -1.8475  0.433
H 4.0586 -2.0251 -2.8677  0.261
H 3.6667 -3.3590 -1.7692  0.265
H 4.1485 -1.9261 0.1896  0.325
H 4.5404 -0.5564 -0.8960  0.394
H 0.2485 -0.8060 -2.3551  0.452
H -1.3372 -1.0947 -1.6270  0.466
H -0.6082 -3.5818 -1.3799  0.430
H 1.2608 -4.3239 -2.8672  0.214
H 1.6003 -2.6047 -3.3126  0.199
H -1.0882 -4.0713 -3.7813  0.302
H -0.7226 -2.3558 -4.2144  0.237
H -0.5245 -2.9334 0.7614  0.586
H -1.6107 -1.5344 0.6978  0.460
H -0.7788 -1.8802 2.9985  0.486
H 0.8901 -1.8993 2.4129  0.464
H -1.5322 0.0998 3.8273  0.496
H -0.7975 1.6345 3.3383  0.375
H -3.5424 -0.9503 2.2116  0.618
H -4.0409 2.1502 -0.3118  0.192
H -1.8122 2.9398 -1.2726  0.406
H -0.5784 5.0156 -1.7183  0.393
H 0.2054 6.4187 0.1542  0.398
H -0.2836 5.7481 2.4777  0.410
H -1.5473 3.6890 2.9287  0.541
H 0.7892 1.6888 1.6424  0.477
H 1.8409 0.2629 1.5870  0.424
H 1.0444 0.7924 -0.6656  0.664
H -0.6391 0.7278 -0.1336  -0.172

## Properties
spin multiplicity = 1
ΔE to the lowest compared entry with this formula, charge and spin = 2.5859 eV

Entry 3:
# C22H29N3O4S

A single C22H29N3O4S molecule (wB97M-V/def2-TZVPD, OMol25).

Last column: Mulliken charge in e.
Atoms and positions in Å:
C 7.9875 2.0656 0.3503  -1.042
C 6.9717 2.7061 -0.5927  -0.406
O 5.6513 2.6409 -0.1006  -0.461
C 4.9760 1.4503 -0.1201  0.701
C 5.4110 0.2852 -0.7521  -0.109
C 4.6461 -0.8665 -0.7284  -1.229
C 3.4271 -0.8751 -0.0682  -0.781
N 2.5808 -1.9385 0.0517  -0.503
C 1.5201 -1.6406 0.7080  0.824
N 0.5466 -2.5101 1.0176  0.192
C -0.6730 -2.0990 1.6734  -0.804
C -1.8857 -2.7860 1.0410  -0.942
C -1.7230 -2.8083 -0.4845  -0.076
C -1.5001 -1.3813 -1.0058  0.334
O -0.4107 -1.0141 -1.4013  -0.645
N -2.5625 -0.5402 -1.0094  0.101
C -3.9349 -0.8103 -0.6588  -0.955
C -4.3629 0.0461 0.5351  -0.660
C -4.1677 1.5336 0.2049  0.809
C -2.7148 1.7714 -0.2357  -0.848
C -2.3588 0.8432 -1.3940  -0.979
O -4.4977 2.2970 1.3501  -0.463
C -5.2776 3.3940 0.9311  -0.454
C -5.9846 2.8472 -0.3106  -0.392
O -5.0446 1.9383 -0.8387  -0.388
C -0.5134 -3.6886 -0.8500  -1.021
C 0.4844 -3.7704 0.3141  -0.991
S 1.4459 0.0454 1.3143  -0.318
C 2.9938 0.3131 0.5606  1.097
C 3.7486 1.4636 0.5419  -0.652
H 7.7829 1.0053 0.4763  0.342
H 7.9352 2.5427 1.3258  0.297
H 8.9901 2.1881 -0.0509  0.354
H 7.0382 2.2631 -1.5946  0.329
H 7.1731 3.7779 -0.6801  0.317
H 6.3525 0.2619 -1.2778  0.327
H 4.9877 -1.7633 -1.2202  0.452
H -0.6173 -2.3413 2.7443  0.284
H -0.7754 -1.0133 1.5810  0.334
H -2.7867 -2.2548 1.3438  0.370
H -1.9725 -3.8136 1.3998  0.489
H -2.6199 -3.2207 -0.9547  0.895
H -4.5648 -0.5345 -1.5143  0.447
H -4.0906 -1.8649 -0.4418  0.421
H -3.7670 -0.1765 1.4203  0.164
H -5.4135 -0.1333 0.7660  0.491
H -2.5979 2.8095 -0.5469  0.465
H -2.0626 1.5866 0.6186  0.221
H -2.9985 1.0753 -2.2519  0.402
H -1.3113 0.9615 -1.6739  0.469
H -5.9526 3.6636 1.7423  0.343
H -4.6371 4.2490 0.6769  0.270
H -6.1984 3.6040 -1.0656  0.299
H -6.9098 2.3214 -0.0380  0.257
H -0.0121 -3.2434 -1.7097  0.361
H -0.8400 -4.6942 -1.1163  0.375
H 0.1879 -4.5436 1.0302  0.329
H 1.4846 -3.9941 -0.0544  0.495
H 3.4173 2.3696 1.0223  0.455

## Properties
spin multiplicity = 1
ΔE to the lowest compared entry with this formula, charge and spin = 1.0423 eV

Entry 4:
# C22H29N5O3

A single C22H29N5O3 molecule (wB97M-V/def2-TZVPD, OMol25).

Last column: Mulliken charge in e.
Atoms and positions in Å:
C -5.5588 -2.8813 1.6550  -0.867
O -4.1739 -2.9346 1.4196  -0.451
C -3.6497 -2.1492 0.4367  0.807
C -2.2674 -2.2296 0.2614  -0.677
C -1.6343 -1.4796 -0.7058  0.649
C -2.3622 -0.6228 -1.5300  -0.743
C -1.6782 0.2322 -2.5541  -1.276
C -1.1976 1.5874 -2.0293  0.680
O -0.4826 2.3158 -2.6901  -0.711
N -1.6306 1.9022 -0.7960  0.226
C -1.2621 3.1053 -0.0747  -0.123
C -2.5086 3.8791 0.3413  -1.685
C -0.4812 2.6446 1.1700  0.750
O -1.0381 2.5725 2.2527  -0.727
N 0.8023 2.2753 0.9995  0.108
C 1.5774 2.2486 -0.2195  -1.181
C 1.8319 0.8076 -0.6550  -0.155
C 2.5394 0.0058 0.4518  1.776
C 1.7143 0.1428 1.7393  -0.890
C 1.4894 1.6125 2.0903  -1.187
N 3.8882 0.5418 0.6767  -0.202
C 4.9056 0.0672 -0.2382  -0.792
C 5.1421 -1.4584 -0.1718  -0.649
C 3.7955 -2.0786 -0.2320  -0.249
N 3.4463 -3.3531 -0.5940  -0.099
C 2.0905 -3.4115 -0.5323  -0.625
N 1.5673 -2.2780 -0.1605  -0.446
C 2.6204 -1.4334 0.0376  -0.772
C -3.7375 -0.5488 -1.3510  -0.471
C -4.3837 -1.2997 -0.3830  -0.592
H -6.1299 -3.2034 0.7777  0.341
H -5.8792 -1.8760 1.9482  0.344
H -5.7453 -3.5707 2.4770  0.247
H -1.7028 -2.8913 0.8983  0.495
H -0.5627 -1.5738 -0.8122  0.334
H -2.3479 0.4430 -3.3917  0.528
H -0.7994 -0.2744 -2.9587  0.362
H -2.2099 1.2427 -0.2962  0.303
H -0.6528 3.7159 -0.7446  0.600
H -3.0855 3.2935 1.0528  0.334
H -2.2206 4.8098 0.8218  0.374
H -3.1190 4.0999 -0.5306  0.437
H 2.5407 2.7283 -0.0145  0.411
H 1.0811 2.7805 -1.0278  0.534
H 2.4324 0.8111 -1.5642  0.481
H 0.8853 0.3151 -0.8748  -0.547
H 0.7539 -0.3503 1.5828  0.216
H 2.2233 -0.3603 2.5644  0.588
H 2.4501 2.1096 2.2544  0.391
H 0.8694 1.7045 2.9832  0.544
H 4.1730 0.3281 1.6279  0.371
H 5.8319 0.6009 -0.0122  0.431
H 4.5974 0.3330 -1.2521  0.268
H 5.6487 -1.7197 0.7644  0.279
H 5.7743 -1.7864 -1.0001  0.412
H 4.0752 -4.0925 -0.8605  0.195
H 1.5304 -4.2944 -0.7652  0.518
H -4.3221 0.1080 -1.9801  0.390
H -5.4541 -1.2124 -0.2818  0.396

## Properties
spin multiplicity = 1
ΔE to the lowest compared entry with this formula, charge and spin = 1.2872 eV

Q: Which of these has the highest ΔE to the lowest compared entry with this formula, charge and spin?
A: C22H29N3O2

Q: What is the spin multiplicity in the first record?
A: 2

Q: What is the spin multiplicity in the second record?
A: 1

Q: What is the spin multiplicity in the fourth record?
A: 1